Entry w
A 10-piece molecular cluster, C60H150N10O20 overall, computed with ωB97M-V/def2-TZVPD.

Properties
E_HOMO ... -7.7 eV
Kohn-Sham gap ... 0.3013 Ha
Net charge ... 0
Structure (SMILES) ... COCCNCCOC.COCCNCCOC.COCCNCCOC.COCCNCCOC.COCCNCCOC.COCCNCCOC.COCCNCCOC.COCCNCCOC.COCCNCCOC.COCCNCCOC

Each line ends with the Mulliken charge.
Element x y z (Å)
C  5.4222  -0.6821  -3.6417  -0.90
O  5.6125  -1.5298  -2.5860  0.28
C  6.8384  -2.2384  -2.6012  -0.86
C  6.9820  -3.0716  -1.3202  -0.92
N  6.0216  -4.1562  -1.0955  -0.34
C  5.6806  -4.8626  -2.4226  -0.29
C  4.5974  -5.8949  -2.2172  -0.86
O  3.4018  -5.2665  -1.7287  -0.11
C  2.1423  -5.9076  -1.9155  -0.57
H  5.1377  -1.1062  -4.5986  0.35
H  6.2933  -0.0362  -3.8901  0.44
H  4.6037  0.0808  -3.4639  -0.14
H  7.6722  -1.4644  -2.5538  0.46
H  7.1013  -2.8596  -3.4447  0.47
H  6.9203  -2.3511  -0.4774  0.22
H  7.9308  -3.5331  -1.3214  0.52
H  5.1563  -3.7687  -0.7639  0.17
H  6.4530  -5.4567  -2.8566  0.42
H  5.4548  -4.0901  -3.1229  0.28
H  4.9791  -6.5579  -1.4240  0.31
H  4.4546  -6.3442  -3.1939  0.41
H  2.0232  -6.9033  -1.4238  0.28
H  2.0192  -6.0788  -2.9369  0.42
H  1.3433  -5.2409  -1.6537  -0.09
C  3.0290  -2.3256  -0.5106  -0.93
O  2.8046  -1.0202  -0.0456  1.80
C  4.0738  -0.4035  0.1599  -0.04
C  4.0202  1.0397  0.7070  0.93
N  5.4477  1.3149  1.0120  -0.44
C  5.8382  2.7073  1.2911  -0.93
C  4.9768  3.3160  2.4458  0.22
O  5.1971  2.5785  3.6496  -0.34
C  4.4815  3.1400  4.7615  -0.53
H  2.0911  -2.9221  -0.6377  -1.05
H  3.5929  -2.9752  0.1553  0.36
H  3.6252  -2.2901  -1.4670  0.38
H  4.6428  -0.3886  -0.7471  -0.23
H  4.6745  -0.9132  0.9069  -0.04
H  3.2476  1.0970  1.4587  0.31
H  3.6814  1.7097  -0.1015  -1.42
H  5.6816  0.7867  1.8129  0.31
H  5.6708  3.3360  0.4081  0.31
H  6.8884  2.6780  1.5931  0.42
H  3.9561  3.1322  2.1777  -0.13
H  5.1472  4.4505  2.4954  0.36
H  3.3461  3.0267  4.5910  0.05
H  4.7034  4.2045  4.7908  0.33
H  4.7428  2.4682  5.6208  0.28
C  -10.0911  2.6559  -1.3443  -0.83
O  -9.2182  2.1703  -0.3695  -0.30
C  -8.0392  2.9998  -0.0739  -0.36
C  -7.0279  2.8419  -1.1574  -0.08
N  -5.8262  3.5420  -0.7992  -0.18
C  -4.5914  3.2033  -1.4594  0.46
C  -3.4330  4.1163  -1.0545  -1.31
O  -3.3466  3.9964  0.3515  0.41
C  -2.8292  5.1155  0.9728  -1.06
H  -10.7463  1.8420  -1.6348  0.27
H  -9.5455  2.9273  -2.2281  0.38
H  -10.6918  3.4719  -0.9377  0.27
H  -7.5938  2.5912  0.8774  -0.13
H  -8.3793  4.0136  0.0291  0.48
H  -7.4754  3.1368  -2.0941  0.51
H  -6.7707  1.7549  -1.0150  -0.33
H  -5.9460  4.4926  -0.5090  0.19
H  -4.6793  3.3039  -2.5314  0.50
H  -4.4103  2.1214  -1.1961  -0.67
H  -3.7344  5.1364  -1.3525  0.66
H  -2.5745  3.8519  -1.6189  0.21
H  -3.6019  5.8728  1.0629  0.35
H  -1.9773  5.6578  0.5443  0.48
H  -2.5540  4.8379  2.0052  0.05
C  -4.4574  2.6724  6.3226  -0.55
O  -5.2241  3.2476  5.2430  -0.46
C  -4.4719  3.5608  4.0783  -0.82
C  -4.3337  2.3154  3.1536  1.85
N  -5.6359  1.7825  2.8513  -0.26
C  -5.5915  0.5833  2.0444  0.02
C  -4.7630  -0.5643  2.5526  1.01
O  -5.3057  -1.1712  3.6490  -0.47
C  -5.8000  -2.4628  3.3850  -0.52
H  -4.0013  3.5340  6.8194  0.33
H  -3.6520  1.9489  6.0162  0.10
H  -5.1591  2.1336  7.0255  0.24
H  -3.4775  3.9322  4.3437  0.44
H  -4.9706  4.3650  3.5509  0.33
H  -3.5096  1.6172  3.6048  -0.79
H  -3.9514  2.6968  2.2219  -0.76
H  -6.0205  1.5615  3.7223  0.43
H  -5.2048  0.8709  1.0129  -0.73
H  -6.5937  0.2627  1.9237  0.69
H  -3.7803  -0.1412  2.8570  -1.32
H  -4.6131  -1.3035  1.8046  0.72
H  -5.0837  -3.1290  2.9295  0.04
H  -6.7886  -2.5544  2.8292  0.25
H  -6.1182  -2.7672  4.3789  0.33
C  2.9672  6.8953  4.5240  -0.81
O  2.5410  6.6231  3.1972  -0.31
C  1.3037  5.8707  3.1613  -0.46
C  0.8430  5.8387  1.6618  -0.19
N  1.6628  4.9551  0.9174  0.42
C  1.1714  4.7984  -0.3971  -0.59
C  1.9077  3.7172  -1.2021  0.51
O  3.2593  4.1298  -1.3937  -0.51
C  3.9037  3.3675  -2.3628  -0.04
H  2.1913  7.5727  4.9962  0.33
H  3.9840  7.2549  4.5672  0.28
H  2.8414  6.0084  5.1603  0.29
H  0.4237  6.2622  3.7532  0.42
H  1.6197  4.8623  3.4579  0.05
H  0.8117  6.9168  1.2902  0.35
H  -0.1131  5.3420  1.5991  -0.28
H  2.6261  5.3302  0.9659  0.20
H  1.0552  5.6734  -1.0487  0.39
H  0.0349  4.4734  -0.3744  -0.39
H  1.4512  3.5862  -2.1940  0.38
H  1.8590  2.7431  -0.6856  -0.25
H  4.8497  3.8104  -2.7510  0.33
H  3.2897  3.1443  -3.2022  -0.05
H  4.2010  2.3696  -1.9489  -0.05
C  2.6587  3.8594  -6.9005  -0.92
O  3.4747  3.0833  -6.0252  -0.02
C  4.6888  2.7163  -6.5672  -0.65
C  4.5601  1.5969  -7.5609  -0.77
N  3.8822  0.5306  -6.8714  0.35
C  3.8746  -0.7464  -7.6210  -0.99
C  2.7819  -1.6619  -7.0746  -0.13
O  1.5445  -1.2510  -7.6676  -0.42
C  0.3768  -1.9997  -7.2176  -0.52
H  1.9180  3.1880  -7.3338  0.28
H  3.2320  4.4212  -7.6591  0.39
H  2.0981  4.6353  -6.3873  0.24
H  5.3239  2.3448  -5.7481  0.19
H  5.1132  3.6627  -7.0385  0.39
H  5.5323  1.2498  -7.8779  0.50
H  4.0774  1.8986  -8.4266  0.40
H  2.9681  0.8208  -6.6318  -0.23
H  4.8887  -1.2315  -7.5488  0.39
H  3.6669  -0.6639  -8.7198  0.39
H  2.5836  -1.6813  -5.9671  0.13
H  3.0404  -2.6572  -7.5096  0.38
H  0.8200  -2.9152  -6.9012  0.35
H  -0.3446  -2.1038  -8.0326  0.29
H  -0.0883  -1.4866  -6.3532  0.05
C  -2.7984  -5.4116  2.6760  -0.64
O  -1.7833  -5.6314  1.6839  -0.49
C  -1.6334  -4.5612  0.8085  -0.11
C  -0.3772  -3.7655  1.2747  0.44
N  -0.3887  -3.2609  2.6187  1.38
C  -1.0167  -1.9394  2.8214  -0.10
C  -1.2369  -1.3910  4.2659  0.01
O  -0.4273  -0.2336  4.5099  -0.42
C  0.9175  -0.5347  4.4410  -0.26
H  -2.9049  -6.3452  3.3047  0.30
H  -3.7624  -5.1397  2.2124  0.33
H  -2.5199  -4.6682  3.3798  0.09
H  -2.5313  -3.9212  0.8286  -0.14
H  -1.4683  -4.9550  -0.1560  0.52
H  -0.1530  -2.9341  0.5712  -0.97
H  0.4955  -4.4752  1.1658  0.46
H  0.3814  -3.4927  3.2380  -0.53
H  -2.0312  -2.0157  2.4505  0.31
H  -0.5451  -1.1464  2.1831  -0.10
H  -1.0750  -2.2029  4.9607  -0.79
H  -2.2828  -1.0895  4.3658  0.23
H  1.2440  -1.1653  5.3422  0.26
H  1.4515  0.4190  4.6318  0.26
H  1.2283  -1.0764  3.5569  -0.05
C  -0.7419  -3.4878  -3.3727  -0.19
O  -2.0464  -2.9091  -3.2425  -0.49
C  -2.6711  -3.2860  -2.0607  1.13
C  -4.0834  -2.5876  -1.9945  -1.31
N  -4.1290  -1.1822  -2.3058  0.29
C  -5.3961  -0.6604  -2.8435  -1.04
C  -6.5485  -0.8958  -1.9460  0.54
O  -7.6934  -0.5977  -2.7129  -0.43
C  -8.8739  -0.8694  -1.9634  -0.67
H  -0.8930  -4.5528  -3.5015  0.52
H  -0.1262  -3.3416  -2.4591  -0.19
H  -0.2655  -2.9704  -4.1643  0.00
H  -2.0756  -2.9157  -1.2101  -1.02
H  -2.8566  -4.4042  -1.9770  0.55
H  -4.3537  -2.8289  -0.9412  0.24
H  -4.7452  -3.0955  -2.7794  0.49
H  -3.3709  -1.0764  -2.9640  -0.06
H  -5.5616  -1.1322  -3.8064  0.34
H  -5.1192  0.3763  -2.9660  0.35
H  -6.5605  -0.3006  -1.0975  -0.22
H  -6.5327  -1.9663  -1.5938  0.49
H  -8.8865  -1.8558  -1.5668  0.33
H  -9.6609  -0.9440  -2.7309  0.28
H  -8.9573  -0.0775  -1.2031  0.16
C  0.7593  1.2304  -4.8371  -0.94
O  1.0935  -0.0867  -4.3118  0.09
C  1.0825  -0.0960  -2.9320  0.39
C  -0.2877  0.0403  -2.3083  -0.40
N  -0.3513  -0.6661  -1.0425  2.24
C  -1.5948  -0.4378  -0.2839  0.03
C  -1.6358  0.8676  0.5196  -0.11
O  -0.4519  1.0210  1.2553  0.61
C  -0.7199  2.0849  2.1979  -0.17
H  1.3054  2.0486  -4.4248  0.09
H  -0.2725  1.4355  -4.6902  0.43
H  0.8518  1.1407  -5.9255  0.31
H  1.8989  0.6117  -2.6228  -0.02
H  1.5192  -1.0784  -2.7030  -0.40
H  -0.8952  -0.5482  -3.0359  -0.07
H  -0.7540  1.0553  -2.2531  -0.22
H  0.5634  -0.5710  -0.5281  -0.76
H  -1.6884  -1.3108  0.3779  -0.79
H  -2.4661  -0.4010  -0.9001  -0.04
H  -2.4828  0.8814  1.2603  -0.38
H  -1.7931  1.7425  -0.1039  0.18
H  -1.4160  1.6958  2.9085  -0.02
H  -1.1865  2.9228  1.7017  -0.14
H  0.2350  2.4542  2.6178  -0.12
C  4.7703  -0.7795  3.9166  -0.65
O  4.0753  -1.9849  4.2248  -0.50
C  4.0828  -2.9223  3.1760  0.39
C  3.5689  -4.2169  3.7726  -1.44
N  2.2358  -3.9456  4.3705  0.24
C  1.6933  -5.0956  5.0989  -1.06
C  0.3046  -4.8040  5.7512  0.32
O  0.3634  -3.5684  6.5143  -0.28
C  -0.7382  -3.3754  7.3579  -0.94
H  4.1342  0.0051  3.4666  0.00
H  5.7556  -0.9822  3.4346  0.37
H  5.1518  -0.2451  4.7818  0.47
H  5.1353  -3.1966  2.8674  0.47
H  3.5910  -2.5401  2.2475  -0.31
H  4.2823  -4.6557  4.4838  0.36
H  3.4971  -4.9143  2.9675  0.54
H  2.2700  -3.1066  5.0229  0.06
H  2.3572  -5.4479  5.8828  0.48
H  1.4943  -5.8973  4.4012  0.38
H  -0.1020  -5.6050  6.3199  0.65
H  -0.3839  -4.5685  4.9188  -0.47
H  -0.5362  -2.4046  7.7907  0.27
H  -0.8212  -4.2141  8.0514  0.34
H  -1.6960  -3.2994  6.8000  0.32

Entry x
A 10-piece molecular cluster, C60H150N10O20 overall, computed with ωB97M-V/def2-TZVPD.

Properties
E_HOMO ... -8.3 eV
Kohn-Sham gap ... 0.3206 Ha
Net charge ... 0
Structure (SMILES) ... COCCNCCOC.COCCNCCOC.COCCNCCOC.COCCNCCOC.COCCNCCOC.COCCNCCOC.COCCNCCOC.COCCNCCOC.COCCNCCOC.COCCNCCOC

Each line ends with the Mulliken charge.
Element x y z (Å)
C  18.3167  -2.4490  -2.2534  -0.80
O  17.3066  -1.5325  -1.9975  -0.29
C  17.6273  -0.1713  -2.3607  -0.50
C  16.4285  0.7757  -2.1100  -0.68
N  15.8611  0.8157  -0.7156  -0.38
C  14.7495  1.6958  -0.6157  -0.57
C  14.1063  1.3644  0.8189  -0.69
O  13.6328  0.0111  0.9556  -0.32
C  12.3357  -0.1128  0.4154  -0.73
H  18.9345  -2.4151  -3.1507  0.30
H  17.8185  -3.4157  -2.1794  0.25
H  18.9873  -2.4359  -1.3942  0.32
H  17.9711  -0.1987  -3.3947  0.38
H  18.4864  0.0657  -1.7331  0.32
H  15.5601  0.6669  -2.7598  0.41
H  16.8014  1.7733  -2.3420  0.33
H  15.5139  -0.0954  -0.4519  0.29
H  13.9614  1.5267  -1.3494  0.34
H  15.0669  2.7381  -0.5858  0.39
H  13.4017  2.1651  1.0436  0.42
H  14.9532  1.5125  1.4889  0.35
H  11.9906  -1.1203  0.6476  0.26
H  12.1661  0.1241  -0.6349  0.27
H  11.6857  0.6322  0.8744  0.32
C  -4.8657  11.0992  -9.4196  -0.76
O  -4.0911  9.9470  -9.6923  -0.30
C  -2.6814  10.0798  -9.8173  -0.18
C  -2.1302  8.6887  -10.0170  -0.87
N  -0.6837  8.5281  -9.9118  -0.36
C  -0.2267  8.7159  -8.5091  -0.55
C  1.3502  8.7787  -8.4167  -0.40
O  1.7815  9.1976  -7.1352  -0.31
C  3.1802  9.3333  -7.0727  -0.69
H  -4.6132  11.6404  -8.5078  0.30
H  -5.9408  10.9202  -9.4039  0.26
H  -4.6734  11.8493  -10.1867  0.31
H  -2.2961  10.5176  -8.8964  0.31
H  -2.5420  10.7335  -10.6783  0.30
H  -2.2676  8.3975  -11.0584  0.31
H  -2.5734  7.9098  -9.3965  0.37
H  -0.3543  9.2661  -10.5176  0.29
H  -0.6617  7.9577  -7.8579  0.29
H  -0.6692  9.5510  -7.9660  0.23
H  1.6335  9.4234  -9.2486  0.28
H  1.8167  7.7954  -8.4770  0.32
H  3.6492  8.3669  -7.2573  0.29
H  3.5867  9.6322  -6.1065  0.26
H  3.4678  10.0111  -7.8765  0.29
C  -4.2946  -10.1323  -1.4527  -0.73
O  -3.7247  -11.4641  -1.4428  -0.32
C  -4.7347  -12.4021  -1.0118  -0.61
C  -4.1303  -13.8002  -1.0378  -0.80
N  -3.8275  -14.1616  -2.4384  -0.37
C  -3.3093  -15.5154  -2.6087  -0.66
C  -2.8131  -15.8002  -4.0509  -0.51
O  -1.7898  -14.8010  -4.3169  -0.30
C  -1.0543  -15.1473  -5.4805  -0.76
H  -4.5998  -9.8803  -0.4371  0.28
H  -5.0942  -10.0909  -2.1923  0.31
H  -3.5690  -9.4045  -1.8159  0.25
H  -5.6448  -12.3551  -1.6098  0.37
H  -5.1525  -12.1743  -0.0312  0.47
H  -4.8305  -14.5459  -0.6611  0.44
H  -3.3138  -13.7995  -0.3156  0.35
H  -3.1088  -13.5018  -2.6995  0.28
H  -4.0831  -16.2467  -2.3751  0.37
H  -2.4092  -15.5446  -1.9946  0.35
H  -3.5962  -15.7363  -4.8065  0.34
H  -2.3366  -16.7799  -4.0147  0.42
H  -0.0846  -14.6622  -5.3683  0.24
H  -1.4346  -14.6240  -6.3578  0.28
H  -0.9203  -16.2081  -5.6921  0.30
C  -4.3050  6.7289  -3.0586  -0.75
O  -5.4895  6.8268  -2.2854  -0.36
C  -6.4008  7.8210  -2.6630  -0.42
C  -5.9907  9.1467  -2.0155  -0.62
N  -7.0929  10.1466  -2.1584  -0.43
C  -7.3943  10.5736  -3.5091  -0.48
C  -8.2174  11.9225  -3.4730  -0.73
O  -7.4038  13.0422  -3.0889  -0.31
C  -8.1275  14.2095  -3.2181  -0.69
H  -3.5786  7.5154  -2.8540  0.31
H  -4.4824  6.8091  -4.1310  0.30
H  -3.7524  5.8005  -2.9139  0.28
H  -7.3879  7.5045  -2.3261  0.33
H  -6.3956  7.9848  -3.7406  0.31
H  -5.0941  9.5394  -2.4951  0.36
H  -5.8349  8.9886  -0.9483  0.34
H  -6.7510  10.9394  -1.6343  0.26
H  -8.1014  9.9560  -4.0630  0.28
H  -6.4440  10.7242  -4.0215  0.39
H  -9.0123  11.8122  -2.7354  0.38
H  -8.6106  12.0679  -4.4791  0.43
H  -7.5328  15.0649  -2.8976  0.24
H  -9.0287  14.1119  -2.6128  0.29
H  -8.3179  14.3482  -4.2823  0.28
C  -10.3641  -5.3119  2.0080  -0.76
O  -10.2857  -4.0215  2.5924  -0.30
C  -8.9882  -3.5502  2.9496  -0.62
C  -9.1025  -2.1959  3.5156  -0.44
N  -9.5054  -1.0909  2.6306  -0.39
C  -9.4081  0.2213  3.2146  -0.58
C  -8.0008  0.7457  3.4613  -0.51
O  -8.1508  2.1931  3.5829  -0.30
C  -6.9524  2.9726  3.3945  -0.73
H  -10.0938  -5.3122  0.9520  0.27
H  -11.3207  -5.7951  2.2067  0.27
H  -9.7211  -5.9471  2.6172  0.31
H  -8.3241  -3.5560  2.0853  0.33
H  -8.6147  -4.2043  3.7374  0.36
H  -8.1204  -1.9177  3.8979  0.31
H  -9.8360  -2.1419  4.3201  0.37
H  -10.4504  -1.1997  2.2912  0.24
H  -10.0589  0.2484  4.0886  0.31
H  -9.8772  0.8914  2.4942  0.37
H  -7.4320  0.4308  2.5865  0.35
H  -7.5416  0.1631  4.2600  0.30
H  -6.4198  2.7558  2.4685  0.30
H  -6.2445  2.6338  4.1509  0.31
H  -7.1803  4.0204  3.5900  0.25
C  -6.2851  -11.4401  -10.2818  -0.76
O  -6.1385  -10.5219  -9.2017  -0.27
C  -7.0325  -9.4734  -9.2624  -0.48
C  -6.7002  -8.5391  -8.1090  -0.66
N  -7.7246  -7.5403  -7.6932  -0.39
C  -7.1421  -6.5610  -6.8009  -0.42
C  -8.2269  -5.6442  -6.2422  -0.67
O  -9.0974  -6.1790  -5.2616  -0.31
C  -9.9821  -5.2387  -4.7271  -0.75
H  -5.9882  -10.9470  -11.2074  0.31
H  -7.3347  -11.6727  -10.4614  0.32
H  -5.7590  -12.3450  -9.9777  0.24
H  -8.0956  -9.7137  -9.2777  0.36
H  -6.9315  -8.9792  -10.2286  0.31
H  -5.8234  -8.0170  -8.4921  0.25
H  -6.4065  -9.0224  -7.1771  0.38
H  -8.4692  -8.0751  -7.2694  0.26
H  -6.4516  -5.9123  -7.3399  0.31
H  -6.5698  -7.0466  -6.0105  0.34
H  -8.8966  -5.2385  -7.0005  0.37
H  -7.7176  -4.7365  -5.9186  0.39
H  -10.4490  -5.6071  -3.8136  0.26
H  -10.7541  -5.0005  -5.4587  0.30
H  -9.5066  -4.3204  -4.3824  0.31
C  3.6962  -2.2911  7.6496  -0.71
O  3.1002  -3.1680  8.6649  -0.31
C  3.5266  -3.0748  9.9979  -0.49
C  2.5619  -3.8542  10.9926  -0.53
N  2.8763  -3.5576  12.3948  -0.30
C  2.3198  -4.5751  13.3088  -0.48
C  2.5122  -4.1509  14.7538  -0.53
O  1.6116  -4.9528  15.5628  -0.30
C  1.8127  -4.6390  16.9462  -0.73
H  3.2596  -2.5370  6.6816  0.25
H  4.7683  -2.4499  7.5335  0.30
H  3.5232  -1.2297  7.8275  0.29
H  3.7086  -2.0511  10.3251  0.32
H  4.4936  -3.5773  10.0216  0.28
H  2.5382  -4.9269  10.8003  0.35
H  1.5456  -3.4986  10.8228  0.30
H  2.6144  -2.6435  12.7353  0.24
H  2.8473  -5.5249  13.2202  0.23
H  1.2410  -4.6595  13.1779  0.31
H  2.2778  -3.0976  14.9081  0.33
H  3.5623  -4.2433  15.0307  0.34
H  1.7154  -3.5546  16.9985  0.31
H  2.7771  -4.9013  17.3813  0.28
H  0.9835  -5.0639  17.5120  0.26
C  1.3628  7.3930  14.8863  -0.79
O  2.6355  7.5220  14.2114  -0.28
C  3.7925  7.5472  15.0313  -0.64
C  4.9228  7.8900  14.0105  -0.54
N  4.9714  6.7865  13.0494  -0.39
C  5.9308  6.9621  11.9225  -0.54
C  5.2589  7.5396  10.6345  -0.58
O  4.5739  6.6081  9.8493  -0.33
C  5.3369  5.7257  9.0843  -0.66
H  1.2177  6.4151  15.3454  0.31
H  0.5395  7.6848  14.2342  0.24
H  1.3153  8.0504  15.7544  0.31
H  4.0427  6.5951  15.4991  0.33
H  3.7085  8.2674  15.8451  0.45
H  5.8919  7.9576  14.5048  0.40
H  4.6924  8.8620  13.5743  0.29
H  4.0313  6.5753  12.7466  0.27
H  6.2411  5.9430  11.6917  0.30
H  6.7529  7.6339  12.1694  0.36
H  5.9357  8.1519  10.0386  0.36
H  4.5331  8.2924  10.9419  0.34
H  4.6294  4.9335  8.8395  0.22
H  6.1401  5.2862  9.6755  0.31
H  5.6998  6.1221  8.1360  0.26
C  1.9843  4.4754  -1.0325  -0.66
O  2.3525  4.2256  0.3275  -0.33
C  3.2532  3.1128  0.4251  -0.59
C  2.7640  1.7572  -0.1827  -0.58
N  1.4093  1.4518  0.2823  -0.27
C  0.7501  0.2775  -0.3369  -0.42
C  -0.5937  -0.0670  0.3678  -0.49
O  -1.2869  -1.0298  -0.3822  -0.31
C  -2.7437  -0.8014  -0.5168  -0.76
H  2.8022  4.9672  -1.5591  0.30
H  1.0859  5.0914  -1.0712  0.25
H  1.8088  3.5945  -1.6501  0.25
H  3.3590  2.9153  1.4918  0.32
H  4.2344  3.3755  0.0296  0.36
H  3.4528  0.9718  0.1282  0.40
H  2.7533  1.8391  -1.2695  0.22
H  0.8298  2.2416  0.5284  0.32
H  1.4342  -0.5548  -0.1710  0.16
H  0.6808  0.4759  -1.4065  0.26
H  -1.1071  0.8930  0.4231  0.32
H  -0.5259  -0.3921  1.4060  0.33
H  -3.0807  0.2178  -0.7063  0.31
H  -3.1172  -1.1951  0.4286  0.31
H  -3.2811  -1.5051  -1.1525  0.29
C  1.9436  0.2225  -6.7115  -0.71
O  2.6741  0.7801  -5.6145  -0.32
C  4.0762  0.4990  -5.7548  -0.68
C  4.4718  -0.9811  -5.8161  -0.60
N  4.5987  -1.6928  -4.5005  -0.32
C  5.2206  -3.0274  -4.5862  -0.52
C  4.9295  -3.7426  -3.2548  -0.64
O  3.5718  -3.8959  -2.8471  -0.30
C  3.3150  -4.6196  -1.6423  -0.75
H  0.9302  0.6237  -6.6973  0.23
H  1.9236  -0.8545  -6.5449  0.24
H  2.4171  0.5447  -7.6389  0.33
H  4.6172  0.9998  -4.9519  0.36
H  4.4995  0.9628  -6.6457  0.42
H  5.4306  -0.9168  -6.3305  0.33
H  3.8500  -1.5636  -6.4959  0.38
H  3.7399  -1.6490  -3.9708  0.26
H  6.2820  -2.8499  -4.7595  0.30
H  4.7465  -3.5743  -5.4012  0.33
H  5.4956  -3.2582  -2.4592  0.38
H  5.3767  -4.7306  -3.3634  0.41
H  3.9687  -4.2849  -0.8369  0.31
H  3.5880  -5.6716  -1.7256  0.31
H  2.3053  -4.5080  -1.2471  0.26

The calculated energies rank the structures as follows, beginning with the most stable: entry w, entry x.